1.
# C12H16IN2

An isolated ion of composition C12H16IN2 and charge +1 at a distorted geometry (ωB97M-V/def2-TZVPD, the Open Molecules 2025 dataset).

Each atom is followed by the atoms it is bonded to, with distances in Å.
Element x y z (Å)
1 C 4.241 -0.368 5.096  C2 1.435, H16 1.049, H17 1.151, H18 1.048
2 C 3.303 -0.258 4.015  C1 1.435, C3 1.209
3 C 2.450 -0.105 3.172  C2 1.209, C4 1.370
4 C 1.662 0.141 2.079  C3 1.370, C5 1.319, N14 1.626
5 C 1.221 1.227 1.474  C4 1.319, C6 1.454, H19 1.019
6 C 0.387 0.918 0.324  C5 1.454, C7 1.308, C10 1.500
7 C -0.232 1.833 -0.377  C6 1.308, C8 1.528, H20 1.156
8 C -1.160 1.604 -1.569  C7 1.528, C9 1.518, H21 1.089, H22 1.208
9 C -1.916 2.826 -2.062  C8 1.518, H23 1.062, H24 1.088, H25 1.090
10 C 0.345 -0.581 0.281  C6 1.500, N11 1.331, N14 1.358
11 N -0.266 -1.205 -0.723  C10 1.331, C12 1.432, H26 1.037
12 C -0.705 -2.564 -0.833  N11 1.432, C13 1.611, H27 1.131, H28 1.080
13 C -2.260 -2.433 -1.233  C12 1.611, H29 1.130, H30 1.042, H31 1.056
14 N 1.072 -1.146 1.279  C4 1.626, C10 1.358, I15 1.966
15 I 1.154 -2.852 2.254  N14 1.966
16 H 5.182 -0.508 4.655  C1 1.049
17 H 4.154 0.627 5.669  C1 1.151
18 H 4.011 -1.269 5.579  C1 1.048
19 H 1.482 2.187 1.691  C5 1.019
20 H 0.001 2.953 -0.207  C7 1.156
21 H -0.549 1.251 -2.397  C8 1.089
22 H -1.901 0.702 -1.256  C8 1.208
23 H -2.670 3.196 -1.412  C9 1.062
24 H -2.447 2.451 -2.934  C9 1.088
25 H -1.268 3.660 -2.332  C9 1.090
26 H -0.524 -0.412 -1.339  N11 1.037
27 H -0.150 -3.031 -1.700  C12 1.131
28 H -0.422 -3.119 0.049  C12 1.080
29 H -2.785 -1.703 -0.548  C13 1.130
30 H -2.326 -2.107 -2.220  C13 1.042
31 H -2.763 -3.361 -1.225  C13 1.056

The charge is +1. As for the strongest force on any atom: 4.8 eV/A. Its spin multiplicity is 1. Its LUMO energy is -3.891 eV. As for the gap between HOMO and LUMO: 7.87 eV.


2.
# C6H15NO2Si

One molecule with the formula C6H15NO2Si at a distorted geometry (ωB97M-V/def2-TZVPD, the Open Molecules 2025 dataset).

Each atom is followed by the atoms it is bonded to, with distances in Å.
Element x y z (Å)
1 C -3.844 0.758 0.373  C2 1.467, H11 1.139, H12 1.149, H13 1.127
2 C -2.590 0.088 0.735  C1 1.467, N3 1.277, H14 1.103
3 N -1.688 -0.417 -0.015  C2 1.277, O4 1.251, O5 1.352
4 O -1.562 -0.317 -1.255  N3 1.251
5 O -0.669 -1.035 0.623  N3 1.352, Si6 1.683
6 Si 0.836 -0.670 -0.037  O5 1.683, C7 1.907, C8 1.932, C9 1.925
7 C 1.890 -1.166 1.472  Si6 1.907, H15 1.122, H16 1.131, H17 1.113
8 C 1.143 -1.713 -1.634  Si6 1.932, H18 1.121, H19 1.158, H20 1.124
9 C 0.828 1.249 -0.183  Si6 1.925, C10 1.473, H21 1.119, H22 1.116
10 C 2.238 1.669 -0.246  C9 1.473, H23 1.102, H24 1.145, H25 1.203
11 H -3.801 1.745 0.939  C1 1.139
12 H -4.027 0.933 -0.748  C1 1.149
13 H -4.689 0.043 0.583  C1 1.127
14 H -2.399 -0.053 1.812  C2 1.103
15 H 1.365 -1.838 2.201  C7 1.122
16 H 2.615 -1.843 0.928  C7 1.131
17 H 2.220 -0.208 1.931  C7 1.113
18 H 2.207 -1.552 -1.946  C8 1.121
19 H 0.897 -2.827 -1.436  C8 1.158
20 H 0.584 -1.369 -2.547  C8 1.124
21 H 0.243 1.781 -0.975  C9 1.119
22 H 0.238 1.402 0.752  C9 1.116
23 H 2.945 1.324 0.526  C10 1.102
24 H 2.609 1.220 -1.232  C10 1.145
25 H 2.409 2.799 -0.621  C10 1.203

The charge is 0. As for the strongest force on any atom: 4.6 eV/A. Its spin multiplicity is 1. Its LUMO energy is 0.857 eV. As for the gap between HOMO and LUMO: 9.45 eV.


3.
# C4H11NS

A 2-piece molecular cluster, C4H11NS overall at a distorted geometry (ωB97M-V/def2-TZVPD, the Open Molecules 2025 dataset).

Each atom is followed by the atoms it is bonded to, with distances in Å.
Element x y z (Å)
1 C -2.603 0.334 -0.106  C2 1.563, H4 1.090, H5 1.086, H6 1.092
2 C -1.891 1.472 -0.905  C1 1.563, S3 1.829, H7 1.089, H8 1.084
3 S -0.085 1.205 -1.020  C2 1.829
4 H -2.859 0.731 0.877  C1 1.090
5 H -1.913 -0.499 -0.003  C1 1.086
6 H -3.516 0.049 -0.635  C1 1.092
7 H -2.024 2.392 -0.337  C2 1.089
8 H -2.298 1.567 -1.906  C2 1.084
9 C 1.389 -1.137 1.250  C10 1.313, N11 1.471, H12 1.072
10 C 2.425 -1.195 2.055  C9 1.313, H13 1.083, H14 1.076
11 N 1.387 -1.762 -0.082  C9 1.471, H15 1.020, H16 1.021, H17 1.054
12 H 0.413 -0.940 1.647  C9 1.072
13 H 2.330 -0.869 3.084  C10 1.083
14 H 3.402 -1.599 1.858  C10 1.076
15 H 2.286 -2.213 -0.250  N11 1.020
16 H 0.741 -2.550 -0.149  N11 1.021
17 H 1.113 -0.962 -0.712  N11 1.054

The charge is 0. As for the strongest force on any atom: 1.8 eV/A. Its spin multiplicity is 1. Its LUMO energy is -0.297 eV. As for the gap between HOMO and LUMO: 5.79 eV.


4.
# C24H36N4O20

A 7-piece molecular cluster, C24H36N4O20 overall at a distorted geometry (ωB97M-V/def2-TZVPD, the Open Molecules 2025 dataset).

Each atom is followed by the atoms it is bonded to, with distances in Å.
Element x y z (Å)
1 C -1.117 1.215 3.646  N2 1.449, H13 1.088, H14 1.077, H15 1.075
2 N -1.513 0.610 2.391  C1 1.449, C3 1.460, H16 1.006
3 C -0.471 0.386 1.393  N2 1.460, N4 1.455, H17 1.080, H18 1.083
4 N 0.657 1.288 1.570  C3 1.455, C5 1.467, C11 1.362
5 C 2.040 0.887 1.289  N4 1.467, C6 1.554, H19 1.082, H20 1.073
6 C 2.431 1.801 0.096  C5 1.554, C7 1.552, N10 1.495, H21 1.082
7 C 3.248 1.194 -1.077  C6 1.552, O8 1.261, O9 1.255
8 O 3.231 -0.067 -1.081  C7 1.261
9 O 3.797 2.062 -1.799  C7 1.255
10 N 1.142 2.335 -0.440  C6 1.495, C11 1.371, H22 1.018
11 C 0.539 2.398 0.790  N4 1.362, N10 1.371, N12 1.309
12 N -0.041 3.487 1.228  C11 1.309, H23 1.008, H24 1.005
13 H -0.278 0.735 4.144  C1 1.088
14 H -1.964 1.172 4.311  C1 1.077
15 H -0.879 2.257 3.526  C1 1.075
16 H -1.987 -0.256 2.585  N2 1.006
17 H -0.092 -0.625 1.384  C3 1.080
18 H -0.910 0.550 0.417  C3 1.083
19 H 2.623 1.271 2.117  C5 1.082
20 H 2.229 -0.168 1.236  C5 1.073
21 H 2.967 2.675 0.441  C6 1.082
22 H 0.728 1.561 -0.956  N10 1.018
23 H -0.662 4.059 0.678  N12 1.008
24 H 0.170 3.800 2.159  N12 1.005
25 C -5.168 -3.260 0.544  C26 1.514, O30 1.439, H31 1.086, H32 1.088
26 C -5.034 -2.727 1.955  C25 1.514, O27 1.434, H33 1.091, H34 1.086
27 O -3.946 -1.801 1.829  C26 1.434, C28 1.361
28 C -3.858 -1.409 0.528  O27 1.361, O29 1.183, O30 1.345
29 O -3.164 -0.545 0.115  C28 1.183
30 O -4.676 -2.155 -0.236  C25 1.439, C28 1.345
31 H -6.192 -3.491 0.265  C25 1.086
32 H -4.534 -4.126 0.366  C25 1.088
33 H -5.921 -2.178 2.278  C26 1.091
34 H -4.792 -3.491 2.687  C26 1.086
35 C -0.252 6.057 -2.525  C36 1.520, O40 1.442, H41 1.085, H42 1.091
36 C -1.256 5.618 -3.578  C35 1.520, O37 1.441, H43 1.085, H44 1.085
37 O -2.044 4.657 -2.847  C36 1.441, C38 1.333
38 C -1.948 4.931 -1.546  O37 1.333, O39 1.194, O40 1.350
39 O -2.603 4.418 -0.689  C38 1.194
40 O -0.995 5.857 -1.306  C35 1.442, C38 1.350
41 H 0.047 7.096 -2.617  C35 1.085
42 H 0.639 5.427 -2.496  C35 1.091
43 H -1.906 6.420 -3.910  C36 1.085
44 H -0.796 5.149 -4.442  C36 1.085
45 C 6.099 -1.536 -0.854  C46 1.519, O50 1.447, H51 1.083, H52 1.089
46 C 5.880 -1.107 0.587  C45 1.519, O47 1.443, H53 1.092, H54 1.081
47 O 6.664 -2.078 1.311  C46 1.443, C48 1.349
48 C 7.615 -2.563 0.486  O47 1.349, O49 1.191, O50 1.346
49 O 8.510 -3.268 0.832  C48 1.191
50 O 7.403 -2.159 -0.780  C45 1.447, C48 1.346
51 H 6.100 -0.713 -1.558  C45 1.083
52 H 5.372 -2.278 -1.181  C45 1.089
53 H 6.275 -0.110 0.791  C46 1.092
54 H 4.840 -1.153 0.877  C46 1.081
55 C 0.212 -4.336 2.636  C56 1.526, O60 1.428, H61 1.086, H62 1.091
56 C -0.910 -3.865 3.556  C55 1.526, O57 1.452, H63 1.091, H64 1.087
57 O -2.069 -3.932 2.685  C56 1.452, C58 1.360
58 C -1.790 -4.843 1.714  O57 1.360, O59 1.189, O60 1.351
59 O -2.596 -5.257 0.944  C58 1.189
60 O -0.488 -5.203 1.742  C55 1.428, C58 1.351
61 H 0.998 -4.877 3.156  C55 1.086
62 H 0.661 -3.520 2.067  C55 1.091
63 H -1.067 -4.529 4.407  C56 1.091
64 H -0.770 -2.848 3.913  C56 1.087
65 C 3.924 -5.646 0.757  C66 1.517, O70 1.438, H71 1.086, H72 1.090
66 C 4.600 -5.581 2.114  C65 1.517, O67 1.430, H73 1.092, H74 1.086
67 O 4.563 -4.179 2.395  C66 1.430, C68 1.344
68 C 3.565 -3.622 1.689  O67 1.344, O69 1.178, O70 1.351
69 O 3.175 -2.521 1.847  C68 1.178
70 O 3.057 -4.499 0.795  C65 1.438, C68 1.351
71 H 3.344 -6.550 0.600  C65 1.086
72 H 4.627 -5.521 -0.066  C65 1.090
73 H 4.038 -6.108 2.887  C66 1.092
74 H 5.625 -5.937 2.109  C66 1.086
75 C -5.688 3.738 -5.117  C76 1.519, O80 1.432, H81 1.086, H82 1.091
76 C -6.144 4.368 -6.422  C75 1.519, O77 1.434, H83 1.091, H84 1.086
77 O -5.571 5.680 -6.336  C76 1.434, C78 1.350
78 C -4.514 5.630 -5.497  O77 1.350, O79 1.190, O80 1.346
79 O -3.730 6.511 -5.347  C78 1.190
80 O -4.469 4.446 -4.859  C75 1.432, C78 1.346
81 H -5.496 2.672 -5.189  C75 1.086
82 H -6.380 3.925 -4.296  C75 1.091
83 H -5.732 3.863 -7.296  C76 1.091
84 H -7.223 4.434 -6.520  C76 1.086

The charge is 0. As for the strongest force on any atom: 1.6 eV/A. Its spin multiplicity is 1. Its LUMO energy is -0.609 eV. As for the gap between HOMO and LUMO: 7.53 eV.